Below is a cluster of 2 separate species, C7H9NO in total at a distorted geometry, with properties calculated with wB97M-V/def2-TZVPD.

Geometry (Å):
1 C 1.785 -1.989 -0.906
2 C 1.060 -1.495 -0.076
3 C 0.227 -1.084 1.154
4 N 1.037 -0.278 1.975
5 O -0.503 -1.938 1.670
6 H 2.394 -2.456 -1.633
7 H 1.570 0.452 1.526
8 H 0.575 0.013 2.825
9 C -1.932 0.925 1.009
10 C -1.122 0.317 0.176
11 C -0.692 0.223 -1.102
12 C 0.157 1.241 -1.781
13 H -1.978 0.582 2.035
14 H -2.690 1.628 0.695
15 H -0.967 -0.662 -1.663
16 H -0.452 1.775 -2.517
17 H 0.543 1.980 -1.082
18 H 0.987 0.767 -2.305

Properties
2S+1 = 1
Relative energy (zero: lowest compared OMol25 entry of this formula, charge and spin) = 5.533 eV
Electronic energy = -401.9377 hartree
Gap between HOMO and LUMO = 9.0 eV
E_HOMO = -0.331 Eh
Structure (SMILES) = C#CC(N)=O.C=C=CC

Below is a cluster of 3 separate species, C4H10O3 in total at a distorted geometry, with properties calculated with wB97M-V/def2-TZVPD.

Geometry (Å):
1 C -0.646 2.150 0.214
2 C -0.465 0.993 -0.398
3 C -0.555 -0.356 0.231
4 C 0.549 -0.915 0.689
5 O 0.539 -2.114 1.436
6 H -0.602 3.061 -0.391
7 H -0.878 2.398 1.234
8 H -0.324 0.957 -1.482
9 H -1.576 -0.645 0.438
10 H 1.538 -0.493 0.681
11 H 0.037 -1.861 2.208
12 O -2.445 -0.775 -2.022
13 H -2.701 -0.511 -1.119
14 H -2.974 -1.534 -2.258
15 O 2.999 0.987 0.101
16 H 3.279 1.783 -0.354
17 H 2.036 1.025 0.098

Properties
2S+1 = 1
Relative energy (zero: lowest compared OMol25 entry of this formula, charge and spin) = 2.869 eV
Electronic energy = -384.0442 hartree
Gap between HOMO and LUMO = 10.3 eV
E_HOMO = -0.354 Eh
Structure (SMILES) = C=C/C=C/O.O.O

Below is the molecule C3H6N2O2S at a distorted geometry, with properties calculated with wB97M-V/def2-TZVPD.

Geometry (Å):
1 N 1.093 1.111 0.507
2 C 1.737 -0.063 0.335
3 S 3.321 -0.258 0.328
4 C 0.849 -1.227 0.093
5 O -0.060 -1.127 -1.027
6 C -1.156 -0.386 -0.998
7 N -1.441 0.452 -0.048
8 O -2.748 0.944 -0.292
9 H 1.489 2.014 0.894
10 H 0.030 1.156 0.478
11 H 1.446 -2.141 0.019
12 H 0.200 -1.316 0.979
13 H -1.866 -0.628 -1.755
14 H -2.894 1.468 0.488

Properties
2S+1 = 1
Relative energy (zero: lowest compared OMol25 entry of this formula, charge and spin) = 3.559 eV
Electronic energy = -776.0094 hartree
Gap between HOMO and LUMO = 9.0 eV
E_HOMO = -0.309 Eh
Structure (SMILES) = NC(=S)CO/C=N/O

Below is a structure of composition CH11NO3 at a distorted geometry, with properties calculated with wB97M-V/def2-TZVPD.

Geometry (Å):
1 H 0.457 -1.142 -0.147
2 O 0.711 -1.315 -1.353
3 N 0.025 -0.687 1.033
4 H 0.903 -2.211 -1.369
5 H -0.833 -1.314 1.158
6 H -0.433 0.145 0.482
7 C 0.680 -0.127 2.254
8 H -0.036 0.327 2.958
9 H 1.161 -1.002 2.719
10 H 1.423 0.649 1.944
11 O -0.034 0.988 -2.529
12 H -0.188 0.334 -3.303
13 H 0.523 0.448 -1.986
14 O -1.494 1.366 -0.469
15 H -1.025 1.454 -1.350
16 H -1.840 2.087 -0.044

Properties
2S+1 = 1
Relative energy (zero: lowest compared OMol25 entry of this formula, charge and spin) = 1.464 eV
Electronic energy = -325.1262 hartree
Gap between HOMO and LUMO = 10.4 eV
E_HOMO = -0.354 Eh

Below is a structure of composition C27H26FN4O3SW, with properties calculated with wB97M-V/def2-TZVPD.

Geometry (Å):
1 W 0.394 1.295 1.007
2 F 6.511 0.721 -2.300
3 C 6.135 0.544 -1.034
4 C 4.844 0.762 -0.691
5 C 4.461 0.639 0.662
6 C 3.128 0.806 1.088
7 O 2.159 1.115 0.206
8 C 2.794 0.636 2.432
9 C 3.787 0.322 3.338
10 N 5.057 0.184 2.962
11 C 6.050 -0.191 3.973
12 C 7.098 0.806 4.368
13 C 5.997 0.457 5.321
14 C 5.434 0.308 1.630
15 C 6.763 0.068 1.238
16 C 7.137 0.165 -0.089
17 N 8.442 -0.018 -0.540
18 C 8.665 -0.996 -1.611
19 C 9.949 -0.683 -2.350
20 N 11.098 -0.682 -1.375
21 C 10.841 0.263 -0.231
22 C 9.516 -0.061 0.438
23 C 1.341 0.789 2.697
24 O 0.734 1.960 2.872
25 O 0.482 -0.171 2.314
26 H 4.126 1.046 -1.447
27 H 3.579 0.169 4.387
28 H 6.309 -1.240 3.910
29 H 7.053 1.786 3.910
30 H 8.094 0.433 4.562
31 H 5.253 1.221 5.505
32 H 6.214 -0.171 6.172
33 H 7.484 -0.216 1.988
34 H 7.855 -0.974 -2.332
35 H 8.706 -2.012 -1.191
36 H 9.920 0.308 -2.799
37 H 10.160 -1.426 -3.117
38 H 11.963 -0.418 -1.854
39 H 11.249 -1.630 -1.019
40 H 10.829 1.264 -0.659
41 H 11.671 0.177 0.467
42 H 9.357 0.706 1.197
43 H 9.572 -1.034 0.948
44 C 1.101 4.519 1.272
45 C -0.286 4.280 0.767
46 C -1.152 5.356 0.580
47 C -2.438 5.144 0.145
48 C -2.874 3.844 -0.174
49 C -4.178 3.574 -0.650
50 C -4.544 2.295 -0.961
51 C -3.619 1.248 -0.822
52 C -2.335 1.489 -0.386
53 S -1.197 0.149 -0.184
54 C -1.952 2.791 -0.027
55 N -0.680 3.015 0.493
56 H 1.380 5.557 1.108
57 H 1.832 3.892 0.756
58 H 1.159 4.315 2.342
59 H -0.799 6.353 0.800
60 H -3.122 5.977 0.032
61 H -4.875 4.395 -0.758
62 H -5.542 2.078 -1.315
63 H -3.913 0.236 -1.072

Properties
2S+1 = 1
Relative energy (zero: lowest compared OMol25 entry of this formula, charge and spin) = 0.000 eV
Electronic energy = -2053.5049 hartree
Gap between HOMO and LUMO = 6.8 eV
E_HOMO = -0.580 Eh
Total charge = +3

Below is the ion C6H14N3 with charge +1 at a distorted geometry, with properties calculated with wB97M-V/def2-TZVPD.

Geometry (Å):
1 C -2.661 0.093 1.473
2 N -2.678 0.942 0.238
3 N -2.346 0.266 -0.899
4 C -1.011 0.435 -1.279
5 N -0.064 -0.625 -0.637
6 C 1.130 -0.674 -0.125
7 C 1.978 0.457 -0.162
8 C 2.692 0.779 1.215
9 C 3.489 0.337 0.133
10 H -3.495 -0.548 1.419
11 H -1.776 -0.500 1.423
12 H -2.603 0.771 2.318
13 H -3.650 1.476 0.105
14 H -2.872 -0.623 -1.032
15 H -0.667 1.452 -1.091
16 H -1.082 0.002 -2.323
17 H -0.652 -1.464 -0.572
18 H 1.446 -1.442 0.502
19 H 1.833 1.370 -0.841
20 H 2.449 0.002 1.964
21 H 2.674 1.783 1.627
22 H 3.973 1.163 -0.491
23 H 4.091 -0.564 -0.039

Properties
2S+1 = 1
Relative energy (zero: lowest compared OMol25 entry of this formula, charge and spin) = 3.651 eV
Electronic energy = -400.9161 hartree
Gap between HOMO and LUMO = 9.0 eV
E_HOMO = -0.473 Eh
Total charge = +1
Structure (SMILES) = CNNC/[NH+]=C\C1CC1

Below is a structure of composition C3H6N2O3 at a distorted geometry, with properties calculated with wB97M-V/def2-TZVPD.

Geometry (Å):
1 C -0.258 -0.333 1.673
2 C -1.075 -0.075 0.295
3 C 0.949 0.289 -1.414
4 H -1.053 -0.897 2.615
5 H 0.223 0.803 2.306
6 H 0.736 -1.222 1.384
7 H -2.233 -0.017 0.484
8 H 1.001 2.221 -0.913
9 H 0.372 -1.585 -1.947
10 N 0.563 1.337 -0.646
11 N 0.389 -1.029 -1.192
12 O -0.697 1.262 0.033
13 O 2.061 0.304 -2.002
14 O -0.980 -1.057 -0.677

Properties
2S+1 = 1
Relative energy (zero: lowest compared OMol25 entry of this formula, charge and spin) = 8.050 eV
Electronic energy = -452.9052 hartree
Gap between HOMO and LUMO = 10.2 eV
E_HOMO = -0.352 Eh

Below is a cluster of 3 separate species, C38H51F21IN3O5 in total at a distorted geometry, with properties calculated with wB97M-V/def2-TZVPD.

Geometry (Å):
1 C 4.391 -6.480 -0.850
2 C 3.249 -5.533 -0.144
3 C 1.705 -6.149 -0.275
4 N 0.914 -5.306 -1.197
5 C 0.168 -4.147 -0.640
6 C -1.432 -4.648 -0.672
7 C -1.670 -6.109 0.032
8 C -3.132 -6.114 0.847
9 I -2.886 -7.722 2.375
10 C 0.453 -3.684 0.891
11 O 0.282 -2.216 1.135
12 C 1.178 -1.730 2.189
13 C 0.376 -0.567 3.020
14 C -0.735 0.283 2.163
15 C -0.089 1.274 1.032
16 C -0.768 2.748 0.891
17 N -2.120 2.925 1.538
18 C -2.322 4.450 1.584
19 C -3.247 2.295 0.753
20 C -3.119 1.380 -0.601
21 O -4.499 2.476 1.254
22 C 2.613 -1.251 1.533
23 F 3.484 -2.410 1.103
24 F 2.442 -0.449 0.263
25 C 3.586 -0.425 2.615
26 C 3.736 -0.888 4.182
27 C 4.773 -0.024 5.155
28 C 5.629 1.257 4.514
29 C 5.451 1.717 2.950
30 C 6.298 2.971 2.290
31 F 6.303 4.174 3.161
32 F 7.723 2.499 2.197
33 F 5.876 3.275 0.894
34 C 4.415 0.867 1.966
35 N 0.423 -2.921 -1.508
36 C -0.821 -2.172 -1.873
37 C 1.330 -3.279 -2.635
38 C 1.718 -1.799 -3.556
39 C 3.047 -0.899 -2.915
40 O 3.085 -1.804 -4.294
41 H 4.148 -6.771 -1.971
42 H 5.414 -5.871 -0.898
43 H 4.639 -7.441 -0.194
44 H 3.533 -5.484 1.014
45 H 3.335 -4.429 -0.537
46 H 1.852 -7.224 -0.775
47 H 1.297 -6.330 0.801
48 H 0.370 -5.858 -1.902
49 H -2.084 -3.869 -0.051
50 H -1.830 -4.762 -1.792
51 H -0.876 -6.405 0.841
52 H -1.665 -6.960 -0.799
53 H -4.039 -6.356 0.149
54 H -3.256 -5.123 1.481
55 H 1.483 -3.960 1.354
56 H -0.377 -4.193 1.583
57 H 1.462 -2.554 3.006
58 H 1.065 0.193 3.599
59 H -0.238 -1.134 3.871
60 H -1.398 0.848 2.981
61 H -1.524 -0.401 1.584
62 H -0.047 0.717 -0.011
63 H 1.047 1.445 1.351
64 H -0.877 3.011 -0.260
65 H 0.009 3.545 1.320
66 H -2.371 4.915 0.485
67 H -1.414 5.004 2.121
68 H -3.281 4.720 2.213
69 H -2.954 0.266 -0.282
70 H -2.286 1.744 -1.337
71 H -4.177 1.418 -1.145
72 H 3.126 -1.826 4.560
73 H 4.899 -0.382 6.274
74 H 6.369 1.820 5.239
75 H 4.333 1.210 0.849
76 H -1.423 -1.905 -0.874
77 H -1.519 -2.719 -2.672
78 H -0.638 -1.091 -2.348
79 H 0.901 -3.973 -3.468
80 H 2.455 -3.537 -2.327
81 H 0.750 -1.154 -4.032
82 H 3.861 -0.319 -3.491
83 H 2.306 0.040 -2.960
84 F -0.982 7.774 3.886
85 C -0.276 8.273 4.921
86 F 0.093 7.199 5.676
87 C -1.059 9.274 5.770
88 F -2.031 8.666 6.502
89 F -0.191 9.805 6.691
90 C -1.687 10.453 5.008
91 O -3.039 10.293 4.550
92 C -3.191 9.515 3.363
93 F -2.002 9.484 2.718
94 F -4.032 10.217 2.554
95 C -3.779 8.116 3.623
96 F -3.167 7.479 4.647
97 F -3.654 7.318 2.531
98 H 0.638 8.721 4.527
99 H -1.750 11.280 5.728
100 H -1.034 10.833 4.214
101 H -4.844 8.187 3.870
102 F -2.352 -1.147 -5.466
103 C -3.339 -2.045 -5.264
104 F -3.109 -2.583 -4.032
105 C -3.392 -3.146 -6.322
106 F -2.347 -4.010 -6.206
107 F -4.513 -3.899 -6.081
108 C -3.473 -2.669 -7.782
109 O -2.233 -2.511 -8.490
110 C -1.513 -1.314 -8.196
111 F -2.374 -0.419 -7.656
112 F -1.141 -0.790 -9.397
113 C -0.262 -1.553 -7.330
114 F -0.515 -2.343 -6.262
115 F 0.235 -0.384 -6.848
116 H -4.285 -1.504 -5.209
117 H -3.989 -3.467 -8.333
118 H -4.120 -1.792 -7.900
119 H 0.525 -2.038 -7.920

Properties
2S+1 = 1
Electronic energy = -4412.8880 hartree
Gap between HOMO and LUMO = 7.2 eV
E_HOMO = -0.294 Eh
Structure (SMILES) = CCCN[C@@](CCCI)(CO[C@H](CCCCN(C)C(C)=O)C(F)(F)c1cccc(C(F)(F)F)c1)N(C)C[C@H]1CO1.FC(F)C(F)(F)COC(F)(F)C(F)F.FC(F)C(F)(F)COC(F)(F)C(F)F

Below is the molecule C22H31N3O5S at a distorted geometry, with properties calculated with wB97M-V/def2-TZVPD.

Geometry (Å):
1 C -0.735 -5.215 1.355
2 C 0.087 -4.414 0.705
3 C -0.114 -4.000 -0.727
4 N -0.132 -2.552 -0.859
5 C -1.324 -1.928 -0.904
6 C -1.507 -0.584 -0.990
7 C -2.931 -0.118 -1.040
8 O -3.854 -0.915 -0.935
9 N -3.089 1.199 -1.229
10 C -4.392 1.816 -1.255
11 C -4.823 2.310 0.129
12 C -6.307 2.700 0.122
13 O -7.157 1.722 -0.429
14 C -7.685 0.756 0.453
15 C -6.687 -0.266 0.995
16 C -0.363 0.302 -1.023
17 O -0.421 1.529 -1.073
18 C 0.931 -0.401 -0.975
19 C 2.100 0.364 -1.027
20 C 3.330 -0.239 -0.963
21 S 4.848 0.713 -1.006
22 O 4.547 2.039 -1.466
23 O 5.831 -0.049 -1.719
24 N 5.263 0.674 0.609
25 C 6.670 0.496 0.912
26 C 7.580 1.606 0.392
27 C 4.414 1.442 1.492
28 C 4.648 2.952 1.499
29 C 3.431 -1.619 -0.851
30 C 2.297 -2.396 -0.811
31 C 1.024 -1.804 -0.877
32 H -0.562 -5.494 2.379
33 H -1.610 -5.634 0.887
34 H 0.957 -3.996 1.193
35 H -1.067 -4.387 -1.091
36 H 0.679 -4.410 -1.361
37 H -2.208 -2.553 -0.873
38 H -2.255 1.779 -1.221
39 H -4.378 2.644 -1.968
40 H -5.110 1.065 -1.592
41 H -4.643 1.510 0.847
42 H -4.232 3.177 0.428
43 H -6.436 3.580 -0.517
44 H -6.629 2.960 1.141
45 H -8.440 0.243 -0.149
46 H -8.193 1.260 1.292
47 H -6.092 0.153 1.803
48 H -6.021 -0.607 0.206
49 H -7.231 -1.122 1.387
50 H 2.017 1.436 -1.128
51 H 6.765 0.389 1.996
52 H 6.962 -0.444 0.438
53 H 8.619 1.338 0.570
54 H 7.424 1.721 -0.677
55 H 7.376 2.555 0.879
56 H 3.390 1.242 1.164
57 H 4.532 1.035 2.502
58 H 4.664 3.319 0.477
59 H 3.840 3.440 2.038
60 H 5.586 3.203 1.987
61 H 4.414 -2.060 -0.813
62 H 2.406 -3.464 -0.728

Properties
2S+1 = 1
Relative energy (zero: lowest compared OMol25 entry of this formula, charge and spin) = 2.108 eV
Electronic energy = -1795.5665 hartree
Gap between HOMO and LUMO = 8.7 eV
E_HOMO = -0.323 Eh
Structure (SMILES) = C=CCn1cc(C(=O)NCCCOCC)c(=O)c2cc(S(=O)(=O)N(CC)CC)ccc21

Below is a cluster of 3 separate species, CH8O2S in total at a distorted geometry, with properties calculated with wB97M-V/def2-TZVPD.

Geometry (Å):
1 C -1.515 -2.183 1.921
2 S -0.228 -0.945 2.132
3 H -2.115 -2.459 2.845
4 H -2.243 -1.746 1.220
5 H -1.059 -3.071 1.488
6 H -0.600 0.005 3.086
7 O 1.762 1.114 -7.154
8 H 1.417 1.418 -6.286
9 H 2.674 0.993 -7.065
10 O -0.015 2.401 1.698
11 H -0.164 2.928 1.023
12 H 0.853 2.037 1.689

Properties
2S+1 = 1
Relative energy (zero: lowest compared OMol25 entry of this formula, charge and spin) = 1.148 eV
Electronic energy = -591.5169 hartree
Gap between HOMO and LUMO = 9.6 eV
E_HOMO = -0.324 Eh
Structure (SMILES) = CS.O.O